Arrangement A

Below is a structure of composition C3H5BrO, with properties calculated with wB97M-V/def2-TZVPD.

The geometry in XYZ format:
```
10
C3H5BrO | the OMol25 dataset | wB97M-V/def2-TZVPD
C -0.508 0.197 -0.061
C 0.557 0.344 -1.063
C -0.243 -0.515 1.260
O 0.226 1.456 -0.387
Br 0.061 0.477 -2.929
H -1.488 0.052 -0.527
H 1.902 0.008 -0.897
H -0.684 -1.432 1.187
H -0.599 -0.011 2.116
H 0.777 -0.576 1.301
```

Output
HOMO   -10.1 eV
Frontier orbital gap   10.98 eV



Arrangement B

Below is the molecule C3H5BrO, with properties calculated with wB97M-V/def2-TZVPD.

The geometry in XYZ format:
```
10
C3H5BrO | the OMol25 dataset | wB97M-V/def2-TZVPD
C -0.189 0.639 0.367
C 0.212 -0.733 0.532
C -1.330 0.381 -0.681
O 1.067 -1.383 -0.238
Br -3.036 -0.161 0.045
H -0.426 1.188 1.361
H 0.575 1.123 -0.160
H -0.622 -1.300 0.987
H -1.069 -0.209 -1.599
H 1.806 -0.766 -0.438
```

Output
HOMO (alpha / beta)   -7.3 / -7.8 eV
Frontier orbital gap (alpha / beta)   7.56 / 8.35 eV



Arrangement C

Below is a structure of composition C3H5BrO, with properties calculated with wB97M-V/def2-TZVPD.

The geometry in XYZ format:
```
10
C3H5BrO | the OMol25 dataset | wB97M-V/def2-TZVPD
C 0.275 3.107 0.183
C 1.049 3.730 0.862
C -0.959 -0.649 -2.227
O -0.524 0.451 -2.357
Br 2.153 4.986 1.590
H -0.440 2.643 -0.423
H 2.129 0.038 2.768
H -0.372 -1.608 -2.139
H -1.964 -0.792 -1.848
H 1.437 -0.027 3.184
```

Output
HOMO   -9.9 eV
Frontier orbital gap   10.51 eV



The structure with the most favorable energy is arrangement A; the runner-up is 110.7 kJ/mol above it.



Arrangement A

Below is a cluster of 2 separate species, C3H5BrO in total, with properties calculated with wB97M-V/def2-TZVPD.

The geometry in XYZ format:
```
10
C3H5BrO | the OMol25 dataset | wB97M-V/def2-TZVPD
C -0.025 0.437 -0.918
C -1.480 0.499 -1.229
C 0.582 -0.165 0.364
O -0.705 -0.344 -1.852
Br -2.311 1.917 -2.114
H 0.707 0.928 -1.504
H -2.432 -0.164 -0.204
H 0.167 0.066 1.365
H 1.680 0.106 0.290
H 0.605 -1.312 0.451
```

Output
HOMO   -9.8 eV
Frontier orbital gap   10.51 eV



Arrangement B

Below is the molecule C3H5BrO, with properties calculated with wB97M-V/def2-TZVPD.

The geometry in XYZ format:
```
10
C3H5BrO | the OMol25 dataset | wB97M-V/def2-TZVPD
O -1.184 -1.171 0.085
C -0.131 -0.451 -0.431
C 0.133 1.021 -0.040
C 1.016 -0.045 0.560
Br 2.853 -0.111 -0.043
H -2.073 -0.958 -0.388
H 0.151 -0.655 -1.361
H 0.346 1.612 -1.069
H -0.539 1.543 0.547
H 0.859 -0.293 1.697
```

Output
HOMO   -9.6 eV
SMILES string   O[C@H]1C[C@@H]1Br
Frontier orbital gap   10.31 eV



The structure with the most favorable energy is arrangement B; the runner-up is 143.1 kJ/mol above it.



Arrangement A

Below is the molecule C21H22N4O3, with properties calculated with wB97M-V/def2-TZVPD.

The geometry in XYZ format:
```
50
C21H22N4O3 | the OMol25 dataset | wB97M-V/def2-TZVPD
C -1.329 0.114 -1.528
C -0.215 0.632 -0.672
N -0.098 1.844 -0.276
N -0.965 2.824 -0.703
C -1.273 3.153 -1.976
O -0.938 2.548 -2.974
C -2.106 4.443 -2.050
O -2.953 4.632 -0.937
C -3.988 3.768 -0.754
C -4.287 2.695 -1.591
C -5.361 1.876 -1.303
C -6.151 2.116 -0.180
C -7.246 1.273 0.110
N -8.135 0.588 0.346
C -5.853 3.194 0.658
C -4.782 4.008 0.371
C 0.812 -0.293 -0.201
C 1.082 -1.495 -0.856
C 2.069 -2.346 -0.412
C 2.831 -2.043 0.726
N 3.801 -2.894 1.178
C 3.888 -4.270 0.740
C 4.550 -5.105 1.834
O 5.871 -4.689 2.115
C 6.082 -3.310 1.890
C 4.822 -2.475 2.113
C 2.559 -0.833 1.383
C 1.584 0.019 0.921
H -2.249 0.648 -1.283
H -1.114 0.301 -2.581
H -1.485 -0.948 -1.368
H -1.118 3.529 0.009
H -1.427 5.301 -2.045
H -2.663 4.449 -2.994
H -3.691 2.487 -2.465
H -5.592 1.043 -1.950
H -6.465 3.382 1.527
H -4.535 4.846 1.003
H 0.542 -1.758 -1.753
H 2.267 -3.246 -0.972
H 2.883 -4.663 0.564
H 4.467 -4.361 -0.191
H 4.615 -6.152 1.528
H 3.939 -5.047 2.748
H 6.440 -3.151 0.862
H 6.870 -3.002 2.582
H 4.486 -2.591 3.154
H 5.068 -1.424 1.942
H 3.104 -0.566 2.274
H 1.386 0.945 1.438
```

Output
HOMO   -7.6 eV
SMILES string   C/C(=N\NC(=O)COc1ccc(C#N)cc1)c1ccc(N2CCOCC2)cc1
Frontier orbital gap   8.19 eV



Arrangement B

Below is the molecule C21H22N4O3, with properties calculated with wB97M-V/def2-TZVPD.

The geometry in XYZ format:
```
50
C21H22N4O3 | the OMol25 dataset | wB97M-V/def2-TZVPD
C 1.177 1.243 -1.457
O 0.526 2.131 -0.581
C -0.839 2.305 -0.880
C -1.425 3.286 0.133
C -2.888 3.639 -0.144
N -3.771 2.511 0.041
C -4.479 2.319 1.170
O -4.614 3.144 2.046
C -5.155 0.940 1.244
O -4.486 -0.057 0.506
C -3.182 -0.329 0.819
C -2.500 0.197 1.913
C -1.159 -0.086 2.085
C -0.476 -0.884 1.173
C 0.962 -1.097 1.306
N 1.554 -0.703 2.434
C 2.861 -0.862 2.514
C 3.612 -1.412 1.487
C 2.903 -1.809 0.351
C 3.574 -2.404 -0.820
C 4.656 -3.271 -0.667
C 5.248 -3.798 -1.802
C 4.750 -3.440 -3.044
C 3.667 -2.573 -3.087
N 3.093 -2.071 -2.013
N 1.590 -1.653 0.274
C -1.173 -1.439 0.099
C -2.511 -1.170 -0.073
H 0.755 0.234 -1.398
H 2.219 1.210 -1.149
H 1.115 1.596 -2.494
H -1.355 1.333 -0.833
H -0.951 2.702 -1.903
H -1.334 2.853 1.129
H -0.827 4.197 0.107
H -3.217 4.407 0.560
H -3.002 4.014 -1.166
H -3.696 1.748 -0.614
H -5.270 0.663 2.299
H -6.151 1.011 0.798
H -2.998 0.840 2.621
H -0.616 0.330 2.919
H 3.321 -0.531 3.437
H 4.683 -1.507 1.555
H 5.008 -3.542 0.317
H 6.084 -4.478 -1.718
H 5.186 -3.826 -3.953
H 3.236 -2.263 -4.031
H -0.641 -2.067 -0.599
H -3.064 -1.582 -0.904
```

Output
HOMO   -8.4 eV
SMILES string   COCCCNC(=O)COc1ccc(-c2nccc(-c3ccccn3)n2)cc1
Frontier orbital gap   8.47 eV



The structure with the most favorable energy is arrangement B; the runner-up is 173.8 kJ/mol above it.



Arrangement A

Below is a cluster of 2 separate species, CH4NO3 in total, with properties calculated with wB97M-V/def2-TZVPD.

The geometry in XYZ format:
```
9
CH4NO3 | the OMol25 dataset | wB97M-V/def2-TZVPD
C -1.711 0.274 -0.344
N -1.509 -0.558 0.602
O -0.405 -0.332 1.225
O 1.613 0.663 -0.041
O 2.685 -0.302 0.088
H -2.664 0.027 -0.994
H -1.021 1.091 -0.544
H 2.396 -1.047 -0.440
H 0.615 0.183 0.449
```

Output
HOMO   -3.5 eV
Charge   -1
Frontier orbital gap   8.05 eV



Arrangement B

Below is a cluster of 2 separate species, CH4NO3 in total, with properties calculated with wB97M-V/def2-TZVPD.

The geometry in XYZ format:
```
9
CH4NO3 | the OMol25 dataset | wB97M-V/def2-TZVPD
N -1.070 0.298 0.041
C -0.313 0.463 -1.169
O 0.883 0.073 -1.115
O -0.919 0.986 -2.120
H -1.826 0.916 0.267
H -0.929 -0.479 0.659
H 1.318 -0.389 1.833
H 1.409 -0.722 0.352
O 1.450 -1.146 1.251
```

Output
HOMO   -4.0 eV
Charge   -1
Frontier orbital gap   8.37 eV



The structure with the most favorable energy is arrangement B; the runner-up is 626.3 kJ/mol above it.